Entry 1:
The following is a DFT calculation (the ωB97M-V functional and the def2-TZVPD basis) of the ion C5H8NO with charge +1 in a non-equilibrium geometry.

- Gap between HOMO and LUMO (alpha / beta): 8.6880 / 7.8238 eV
- HOMO level (alpha / beta): -13.3059 / -16.5241 eV
- Electronic energy: -324.80021 Ha

ORCA input file:
```
! wB97M-V def2-TZVPD RIJCOSX def2/J DEFGRID3
* xyz 1 3
C -0.84752 -1.03418 0.38935
C -1.31379 -2.32940 -0.25359
C -0.08546 0.19746 0.20906
C 0.88467 0.39227 -0.77501
C -0.16540 1.21453 1.28848
N -1.30772 -1.52413 1.62959
O -1.82298 -2.62897 1.08457
H -2.10991 -2.48570 -0.94256
H -0.37275 -2.90768 -0.71504
H 1.12081 1.45753 -0.87736
H 0.63314 -0.07218 -1.71712
H 1.93579 0.19677 -0.54005
H -0.39547 0.85249 2.33890
H -0.96590 1.85988 0.96968
H 0.71534 1.79597 1.24898
*
```

Atomic partial charges in e from the Mulliken method, atoms 1 to 4: atom 1 (C): 0.338, atom 2 (C): -0.146, atom 3 (C): 0.756, atom 4 (C): -1.381



Entry 2:
The following is a DFT calculation (the ωB97M-V functional and the def2-TZVPD basis) of a structure of composition C16H35MoNO4P2Si in a non-equilibrium geometry.

- Gap between HOMO and LUMO (alpha / beta): 5.4539 / 6.4069 eV
- HOMO level (alpha / beta): -5.4598 / -6.4867 eV
- Electronic energy: -2026.60821 Ha

ORCA input file:
```
! wB97M-V def2-TZVPD RIJCOSX def2/J DEFGRID3
* xyz 0 3
Mo -0.21247 0.05649 -0.36293
Si 2.04205 0.46461 -1.03894
P -0.98012 0.50783 -2.53535
N -0.54722 -1.67923 -0.35701
H 0.90673 0.32362 0.92099
C -2.75973 0.46753 -2.86136
H -2.95564 0.38888 -3.93583
H -3.22967 1.37108 -2.46470
H -3.21286 -0.39327 -2.36383
C -0.53668 2.17086 -3.16063
H -0.88805 2.28083 -4.19739
H 0.55160 2.31364 -3.13165
H -1.02348 2.94305 -2.55228
C -0.32578 -0.68248 -3.76207
H -0.76555 -0.39531 -4.72449
H -0.61646 -1.70919 -3.50164
H 0.76832 -0.63433 -3.80540
C 2.77083 2.08529 -0.30322
H 2.75846 2.01551 0.80249
H 2.14366 2.92580 -0.64108
H 3.80416 2.23373 -0.66032
H 3.11972 -0.50294 -0.57876
H 2.39305 0.58995 -2.47441
C -0.61388 -3.02051 -0.55490
C -1.81324 -5.10946 -0.39642
C -1.79340 -3.73657 -0.24692
C 0.51080 -3.71614 -1.07708
C 0.47541 -5.09059 -1.21286
C -0.68512 -5.78722 -0.86834
H -2.73739 -5.63915 -0.16390
H -2.67570 -3.21012 0.12167
H 1.41055 -3.14703 -1.34913
H 1.36928 -5.56100 -1.61743
H -0.70738 -6.86519 -0.98791
C -2.45844 3.90464 0.02998
O -3.23413 3.87529 -0.94999
C -2.78127 3.38109 1.42541
H -2.16001 3.87258 2.17593
H -2.64180 2.29193 1.49652
H -3.81141 3.65926 1.64658
C -1.00246 4.36119 -0.01734
H -0.85412 5.10668 -0.80667
H -0.30670 3.50706 -0.14432
H -0.69783 4.80689 0.93744
C -0.41623 1.34959 4.02983
O -0.19683 -0.07048 3.61285
P 0.77784 -0.43759 2.39503
O 2.17857 0.36130 2.63896
C 2.92387 0.35017 3.86042
O 1.10125 -1.99263 2.45447
C 2.21632 -2.59028 1.71209
H -1.45151 1.69950 3.85846
H 0.26658 2.00296 3.46896
H -0.22769 1.44081 5.11733
H 2.36197 0.90432 4.62362
H 3.16916 -0.66747 4.19634
H 3.86067 0.88187 3.66340
H 2.97047 -2.89599 2.44005
H 1.83177 -3.47346 1.19991
H 2.63713 -1.88819 0.97777
*
```

Atomic partial charges in e from the Mulliken method, atoms 1 to 4: atom 1 (Mo): -0.544, atom 2 (Si): 1.128, atom 3 (P): 1.153, atom 4 (N): -0.671



Entry 3:
The following is a DFT calculation (the ωB97M-V functional and the def2-TZVPD basis) of a structure of composition C8H13Cl2FN3 in a non-equilibrium geometry.

- Gap between HOMO and LUMO: 8.1463 eV
- HOMO level: -12.9616 eV
- Electronic energy: -1496.59950 Ha

ORCA input file:
```
! wB97M-V def2-TZVPD RIJCOSX def2/J DEFGRID3
* xyz 1 1
C 2.28638 0.28696 4.05495
C 3.20579 0.04103 2.93611
C 0.21173 0.97036 -0.65424
C 1.26321 -0.05253 -0.46948
C -3.27678 0.13674 -2.62761
C -1.96701 -0.25735 -3.11846
C 0.67406 0.94341 1.84534
C -0.32900 1.70360 2.59617
N 1.78511 -0.22766 2.87074
N 0.70694 0.65633 0.60315
N -2.25501 -0.30077 -1.72734
F 0.09231 2.09945 3.82223
Cl -1.70148 0.52708 2.79448
Cl -1.00043 3.07444 1.65515
H 2.08320 -0.36584 4.81986
H 2.25965 1.22993 4.50079
H 3.36985 1.01934 2.33933
H 4.04762 -0.58738 2.72958
H 0.41390 1.91763 -1.16497
H -0.74132 0.63543 -1.03121
H 0.72054 -0.91938 -0.56431
H 2.32717 0.13517 -0.60056
H -3.51384 1.18946 -2.81073
H -4.03445 -0.51358 -3.06699
H -1.77287 -1.04875 -3.70259
H -1.28284 0.49536 -3.43164
H -2.49499 -1.20042 -1.34250
*
```

Atomic partial charges in e from the Mulliken method, atoms 1 to 4: atom 1 (C): -0.470, atom 2 (C): -0.219, atom 3 (C): -0.284, atom 4 (C): -0.404



Entry 4:
The following is a DFT calculation (the ωB97M-V functional and the def2-TZVPD basis) of a structure of composition C27H32BF3N4P2PtS2.

- Gap between HOMO and LUMO: 6.1134 eV
- HOMO level: -6.2388 eV
- Electronic energy: -3190.07712 Ha

ORCA input file:
```
! wB97M-V def2-TZVPD RIJCOSX def2/J DEFGRID3
* xyz 0 1
Pt 0.39241 1.50648 -0.31069
C -2.09898 3.54486 -1.94442
P -1.07966 2.03502 -1.91432
C -2.25722 0.73810 -2.35370
C -0.01190 2.21622 -3.40252
C -0.47441 1.99159 -4.69228
C 0.40216 2.02449 -5.77074
C 1.74671 2.28638 -5.56197
C 2.21180 2.54705 -4.27880
C 1.33636 2.53866 -3.20209
P 1.83848 2.84356 -1.47211
C 1.63049 4.63777 -1.24271
C 3.63237 2.64288 -1.38690
H -2.49196 3.63812 -2.95848
H -1.51697 4.43068 -1.70468
H -2.92648 3.46819 -1.23958
H -2.84390 0.99833 -3.23363
H -2.91857 0.57977 -1.50218
H -1.70418 -0.18732 -2.51095
H -1.51449 1.74564 -4.86709
H 0.03664 1.82286 -6.76900
H 2.43624 2.28710 -6.39579
H 3.26260 2.75949 -4.12737
H 2.10344 5.19731 -2.05103
H 2.09215 4.91665 -0.29440
H 0.57562 4.89350 -1.18924
H 4.13011 3.33485 -2.06663
H 3.91284 1.61534 -1.61856
H 3.94423 2.84988 -0.36283
C 0.02224 1.81948 3.34682
N 0.77170 0.58182 3.45900
C 0.79427 -0.19987 4.59377
C 1.61601 -1.24018 4.33242
N 2.08304 -1.11474 3.04984
B 3.10147 -2.20915 2.45506
N 2.84357 -2.40645 0.95230
C 3.69470 -2.05027 -0.06993
C 3.04430 -2.20069 -1.24172
N 1.77844 -2.66841 -0.93140
C 0.68403 -2.83959 -1.85542
C 1.65425 -2.79908 0.42229
S 0.28768 -3.36779 1.22138
C 1.54490 -0.01134 2.52328
S 2.08244 0.64067 1.00560
H -0.60454 1.90328 4.23160
H -0.60841 1.80431 2.46541
H 0.70139 2.67189 3.30182
H 0.23411 0.06679 5.47205
H 1.90531 -2.07659 4.94197
H 4.22778 -1.79982 2.62309
H 2.86536 -3.20744 3.08207
H 4.69872 -1.72300 0.13260
H 3.35861 -2.03906 -2.25768
H 1.08615 -2.97807 -2.85835
H 0.02489 -1.96738 -1.83044
H 0.10300 -3.71121 -1.56093
F -5.34748 -3.93012 4.89640
C -5.07584 -4.32491 3.63398
F -4.47845 -5.52781 3.73653
F -6.25863 -4.52697 3.02668
C -4.21857 -3.32825 2.91330
C -4.60388 -2.80946 1.68785
C -3.78956 -1.89002 1.04699
C -2.58769 -1.48186 1.62332
C -2.20523 -2.02429 2.85485
C -3.01651 -2.93997 3.49425
C -1.73953 -0.52774 0.97501
C -0.93891 0.23717 0.48399
H -5.53389 -3.12367 1.23534
H -4.08195 -1.48359 0.08743
H -1.25408 -1.73539 3.28026
H -2.71116 -3.36465 4.44202
*
```

Atomic partial charges in e from the Mulliken method, atoms 1 to 4: atom 1 (Pt): 0.607, atom 2 (C): -1.290, atom 3 (P): 0.381, atom 4 (C): -1.179



Energy relative to the best compared isomer or geometry (same formula, charge and spin) across the listed records, respectively: 220.9, 351.3, 296.0, 0.0 kJ/mol.